# 1
Entry from OMol25: a cluster of 2 separate species, C3H6NO in total at a distorted geometry (the ωB97M-V functional and the def2-TZVPD basis).

The geometry in XYZ format:
```
11
Properties=species:S:1:pos:R:3:lowdin_charge:R:1
C 0.471 -0.911 -1.086 -0.0545
C 0.709 -0.116 -0.085 -0.2307
C -0.323 0.567 0.770 -0.1043
N -0.152 3.907 -0.297 -0.3343
O -1.058 3.399 0.427 -0.5205
H 1.233 -1.322 -1.689 0.0082
H -0.521 -1.327 -1.507 0.0800
H 1.590 0.176 0.333 0.0588
H 0.016 0.668 1.707 0.0225
H -1.223 -0.090 0.833 0.0853
H -0.677 1.470 0.410 -0.0105
```

Properties
DFT total energy: -247.753780 Eh
M: 72.09 g mol⁻¹
total charge: -1



# 2
Entry from OMol25: a cluster of 2 separate species, C8H13NP in total at a distorted geometry (the ωB97M-V functional and the def2-TZVPD basis).

The geometry in XYZ format:
```
23
Properties=species:S:1:pos:R:3:lowdin_charge:R:1
C -1.351 -0.827 -2.831 -0.0897
C -1.549 -1.620 -1.675 -0.0575
C -0.938 0.477 -2.788 -0.0590
C -1.186 -1.118 -0.429 -0.0707
C -0.582 0.986 -1.489 -0.0459
C -0.804 0.229 -0.336 -0.4085
C 1.440 -0.931 1.698 0.0245
C -0.429 0.716 0.901 -0.4643
N 1.287 -2.083 1.067 0.1321
P 0.304 2.213 1.085 0.8977
H -1.530 -1.209 -3.904 0.1400
H -1.864 -2.580 -1.725 0.0686
H -0.676 0.863 -3.719 0.0880
H -1.462 -1.596 0.625 0.1514
H -0.316 2.076 -1.324 0.0863
H 0.975 -0.947 2.751 0.1389
H 2.180 -0.221 1.449 0.0744
H -0.985 0.325 1.760 0.0850
H 1.912 -2.205 0.275 0.1427
H -0.244 3.513 0.624 0.0243
H 0.751 -2.832 1.424 0.1192
H 1.649 2.291 0.555 0.0117
H 0.673 2.496 2.445 0.0108
```

Properties
DFT total energy: -708.357437 Eh
M: 154.17 g mol⁻¹
total charge: +1



# 3
Entry from OMol25: a cluster of 5 separate species, C19H39F2NO19S5 in total (the ωB97M-V functional and the def2-TZVPD basis).

The geometry in XYZ format:
```
85
Properties=species:S:1:pos:R:3:lowdin_charge:R:1
C 10.098 -1.265 1.444 -0.1185
O 8.695 -1.165 1.415 -0.1919
C 8.148 -1.575 0.177 -0.2565
C 6.647 -1.696 0.324 -0.1904
C 5.940 -0.351 0.451 -0.2030
C 4.405 -0.485 0.468 -0.1932
C 3.734 0.095 1.727 -0.1943
C 2.479 -0.662 2.172 -0.2116
C 1.191 -0.071 1.603 -0.1785
C -0.061 -0.872 2.008 -0.1635
N -0.918 -1.386 0.901 -0.1635
C -2.128 -2.093 1.398 -0.3775
C -1.883 -3.386 2.152 0.0022
F -2.760 -1.170 2.220 0.0018
S -0.162 -2.252 -0.262 0.6063
O 1.044 -2.843 0.183 -0.1983
O -1.143 -3.003 -0.967 -0.2422
F 0.243 -1.093 -1.227 -0.1203
H 10.449 -0.761 2.341 0.0864
H 10.553 -0.783 0.571 0.0870
H 10.418 -2.313 1.464 0.0869
H 8.395 -0.829 -0.592 0.1250
H 8.588 -2.532 -0.130 0.1205
H 6.443 -2.297 1.215 0.1233
H 6.252 -2.247 -0.534 0.1176
H 6.284 0.148 1.359 0.1083
H 6.246 0.281 -0.387 0.1111
H 4.135 -1.541 0.394 0.1010
H 4.003 0.022 -0.411 0.1084
H 4.457 0.069 2.545 0.1073
H 3.481 1.144 1.558 0.1148
H 2.555 -1.716 1.899 0.0977
H 2.405 -0.633 3.264 0.1161
H 1.264 0.058 0.527 0.1012
H 1.085 0.935 2.015 0.1146
H 0.230 -1.679 2.686 0.1191
H -0.713 -0.211 2.569 0.1090
H -2.777 -2.251 0.542 0.1309
H -2.499 -3.410 3.047 0.0943
H -0.842 -3.498 2.455 0.0819
H -2.129 -4.235 1.518 0.0876
O -2.256 5.149 2.735 -0.2280
S -1.832 4.494 1.548 0.5886
O -0.826 5.061 0.728 -0.2064
O -3.124 4.144 0.686 -0.1821
C -3.186 2.734 0.409 -0.1423
C -2.508 2.104 1.610 -0.1562
O -1.414 2.991 1.888 -0.1933
H -2.645 2.534 -0.517 0.1369
H -4.227 2.444 0.304 0.1378
H -2.115 1.112 1.407 0.1033
H -3.170 2.068 2.477 0.1404
O 2.344 7.514 6.947 -0.2184
S 1.248 6.647 7.185 0.5900
O 1.205 5.832 8.344 -0.2203
O 1.024 5.758 5.879 -0.1890
C -0.319 5.903 5.389 -0.1582
C -0.701 7.313 5.791 -0.1522
O -0.125 7.457 7.099 -0.1904
H -0.955 5.160 5.872 0.1365
H -0.331 5.757 4.313 0.1139
H -1.774 7.461 5.862 0.1362
H -0.265 8.059 5.124 0.1360
O -5.635 -5.678 -4.505 -0.2062
S -4.797 -4.548 -4.662 0.5956
O -4.992 -3.656 -5.752 -0.2255
O -3.282 -5.028 -4.612 -0.1805
C -2.555 -4.329 -3.584 -0.1520
C -3.612 -4.026 -2.542 -0.1621
O -4.770 -3.680 -3.326 -0.1856
H -2.128 -3.418 -4.006 0.1372
H -1.764 -4.973 -3.215 0.1363
H -3.346 -3.185 -1.913 0.1059
H -3.846 -4.899 -1.931 0.1394
O -6.522 1.671 -8.895 -0.2222
S -5.853 0.433 -9.074 0.5890
O -5.124 0.169 -10.260 -0.2187
O -6.895 -0.740 -8.791 -0.1889
C -6.410 -1.617 -7.759 -0.1618
C -5.568 -0.711 -6.886 -0.1652
O -4.898 0.141 -7.829 -0.1891
H -5.813 -2.411 -8.209 0.1313
H -7.256 -2.047 -7.231 0.1358
H -4.831 -1.258 -6.309 0.1123
H -6.184 -0.096 -6.228 0.1352
```

Properties
SMILES: COCCCCCCCCN([C@@H](C)F)S(=O)(=O)F.O=S1(=O)OCCO1.O=S1(=O)OCCO1.O=S1(=O)OCCO1.O=S1(=O)OCCO1
DFT total energy: -4422.231770 Eh
M: 783.84 g mol⁻¹



# 4
Entry from OMol25: the molecule C5H8O (the ωB97M-V functional and the def2-TZVPD basis).

The geometry in XYZ format:
```
14
Properties=species:S:1:pos:R:3:lowdin_charge:R:1
C 0.087 -2.031 -2.065 0.0152
C 0.267 -1.104 -1.166 -0.0203
C 0.323 -0.248 -0.175 -0.3808
C 1.466 0.615 0.264 -0.0287
O -0.813 -0.134 0.612 -0.1283
C -1.513 1.084 0.448 -0.0962
H 0.238 -3.079 -1.816 0.0582
H -0.275 -1.809 -3.067 0.0559
H 1.619 0.447 1.335 0.0893
H 2.400 0.417 -0.267 0.0846
H 1.216 1.675 0.125 0.0789
H -2.546 0.886 0.744 0.0883
H -1.104 1.882 1.085 0.0861
H -1.505 1.412 -0.600 0.0979
```

Properties
SMILES: C=C=C(C)OC
DFT total energy: -270.465699 Eh
M: 84.12 g mol⁻¹



# 5
Entry from OMol25: a cluster of 2 separate species, CH7OS in total at a distorted geometry (the ωB97M-V functional and the def2-TZVPD basis).

The geometry in XYZ format:
```
10
Properties=species:S:1:pos:R:3:lowdin_charge:R:1
O 2.249 -0.602 0.256 0.0083
H -0.035 0.634 -1.311 0.0726
H 2.989 -0.397 -0.344 0.1299
H 2.682 -1.131 0.952 0.1365
C -1.874 0.590 0.293 -0.1243
S -0.513 -0.359 -0.499 1.3220
H -2.779 0.682 -0.348 0.1394
H -1.392 1.578 0.353 0.1136
H -2.178 -0.047 1.135 0.1023
H 0.852 -0.949 -0.487 0.0996
```

Properties
DFT total energy: -514.789256 Eh
M: 67.13 g mol⁻¹
spin multiplicity: 2
total charge: +2